Entry from OMol25: C12H20F2InNO16P2S2 as an isolated structure (ωB97M-V/def2-TZVPD).

Element x y z (Å)
1 In 0.016 -0.928 -0.036
2 N 1.387 -3.306 -0.747
3 S 2.727 -3.975 -0.426
4 O 3.902 -3.835 -1.337
5 O 2.633 -5.174 0.411
6 F 3.027 -2.991 0.808
7 S 1.022 -4.528 -1.871
8 O 0.578 -5.863 -1.418
9 O 1.706 -4.454 -3.173
10 F -0.384 -3.804 -2.225
11 C -5.061 -0.197 -0.164
12 C -3.672 -0.456 0.089
13 C -3.299 -0.840 1.565
14 O -2.118 -1.122 1.808
15 C -4.269 -0.860 2.548
16 C -5.541 -0.540 2.297
17 C -5.938 -0.223 0.835
18 O -7.147 0.041 0.416
19 O -6.277 -0.481 3.362
20 O -2.728 -0.370 -0.746
21 H -5.376 0.132 -1.144
22 H -3.938 -1.108 3.546
23 C 3.114 2.408 -3.272
24 O 4.005 1.469 -2.755
25 P 3.541 -0.089 -2.555
26 O 2.209 -0.287 -1.850
27 O 3.619 -0.666 -4.072
28 C 2.816 -1.733 -4.551
29 O 4.814 -0.916 -1.884
30 C 6.077 -0.646 -2.333
31 H 3.671 3.118 -3.884
32 H 2.811 2.937 -2.368
33 H 2.296 2.020 -3.879
34 H 1.921 -2.013 -3.996
35 H 3.423 -2.631 -4.437
36 H 2.533 -1.590 -5.594
37 H 6.545 -1.614 -2.509
38 H 6.428 -0.128 -1.440
39 H 6.092 0.055 -3.168
40 C -0.694 4.730 3.562
41 O -0.359 3.823 2.531
42 P -0.955 2.289 2.554
43 O -0.188 1.431 1.603
44 O -0.908 1.865 4.147
45 C -1.591 0.692 4.627
46 O -2.560 2.399 2.323
47 C -2.987 2.865 1.033
48 H -1.432 4.416 4.300
49 H -0.990 5.633 3.029
50 H 0.244 4.901 4.091
51 H -2.667 0.748 4.462
52 H -1.402 0.536 5.689
53 H -1.301 -0.184 4.046
54 H -4.029 2.595 0.863
55 H -2.384 2.498 0.202
56 H -2.961 3.954 1.085

The net charge is +1. The LUMO energy (spin up / spin down) is -9.1 / -9.1 eV. Its HOMO-LUMO gap (spin up / spin down) is 3.470 / 3.374 eV. Its expectation value of S² is 0.766. The spin multiplicity is 2.

Löwdin atomic charge list, values in e, 6 entries: 1.45 -0.34 0.46 -0.26 -0.24 -0.22

***

Entry from OMol25: C56H46AgO2P3 as an isolated structure (ωB97M-V/def2-TZVPD).

Element x y z (Å)
1 Ag 0.231 0.130 0.861
2 O -0.344 -3.253 0.775
3 C 0.894 -3.805 0.986
4 C 1.009 -5.089 1.497
5 C 2.251 -5.730 1.511
6 C 3.386 -5.029 1.082
7 C 3.277 -3.726 0.569
8 C 2.027 -3.109 0.538
9 P 1.942 -1.373 -0.145
10 C 1.756 -1.564 -1.987
11 C 1.546 -0.419 -2.757
12 C 1.232 -0.506 -4.097
13 C 1.156 -1.757 -4.694
14 C 1.395 -2.921 -3.985
15 C 1.712 -2.839 -2.615
16 C 3.652 -0.840 0.014
17 C 4.529 -0.619 -1.036
18 C 5.818 -0.098 -0.836
19 C 6.243 0.123 0.465
20 C 5.389 -0.082 1.508
21 C 4.098 -0.539 1.309
22 C -1.200 -3.007 1.836
23 C -1.137 -3.649 3.071
24 C -2.164 -3.485 3.975
25 C -3.227 -2.623 3.685
26 C -3.234 -1.916 2.515
27 C -2.221 -2.093 1.567
28 P -1.991 -1.095 0.059
29 C -3.391 0.098 0.201
30 C -4.336 0.197 -0.792
31 C -5.254 1.253 -0.820
32 C -5.180 2.227 0.167
33 C -4.264 2.101 1.245
34 C -3.375 1.049 1.249
35 C -2.463 -2.241 -1.299
36 C -1.793 -2.125 -2.520
37 C -2.155 -2.856 -3.606
38 C -3.179 -3.791 -3.513
39 C -3.845 -3.899 -2.306
40 C -3.489 -3.161 -1.183
41 H 0.107 -5.650 1.765
42 H 2.366 -6.753 1.880
43 H 4.358 -5.437 1.217
44 H 4.180 -3.244 0.218
45 H 1.599 0.524 -2.299
46 H 1.073 0.395 -4.684
47 H 0.900 -1.795 -5.774
48 H 1.292 -3.899 -4.457
49 H 1.826 -3.748 -2.050
50 H 4.160 -0.767 -2.049
51 H 6.439 0.210 -1.657
52 H 7.221 0.517 0.675
53 H 5.655 0.172 2.498
54 H 3.408 -0.665 2.148
55 H -0.307 -4.310 3.343
56 H -2.139 -4.023 4.922
57 H -4.017 -2.519 4.392
58 H -3.972 -1.163 2.326
59 H -4.407 -0.557 -1.559
60 H -6.120 1.272 -1.526
61 H -5.916 3.010 0.143
62 H -4.269 2.781 2.081
63 H -2.654 0.941 2.057
64 H -1.020 -1.373 -2.658
65 H -1.652 -2.684 -4.558
66 H -3.482 -4.363 -4.401
67 H -4.687 -4.619 -2.235
68 H -4.128 -3.273 -0.316
69 C 0.766 -0.658 4.104
70 C -0.164 0.035 3.073
71 O -1.189 0.527 3.541
72 H 0.235 -0.832 5.058
73 H 1.548 0.126 4.241
74 H 1.298 -1.533 3.729
75 C 4.469 3.835 -0.418
76 C 4.106 2.879 0.540
77 C 2.787 2.539 0.732
78 C 1.788 3.147 -0.074
79 C 2.160 4.045 -1.072
80 C 3.509 4.347 -1.289
81 P 0.058 2.554 0.170
82 C -0.666 3.710 1.426
83 C -0.183 3.561 2.725
84 C -0.741 4.261 3.787
85 C -1.823 5.105 3.555
86 C -2.292 5.271 2.256
87 C -1.734 4.530 1.212
88 C -0.761 2.967 -1.419
89 C -1.192 1.878 -2.181
90 C -1.765 2.043 -3.437
91 C -1.873 3.309 -3.979
92 C -1.446 4.415 -3.236
93 C -0.926 4.241 -1.962
94 H 5.495 4.131 -0.533
95 H 4.876 2.457 1.188
96 H 2.482 1.827 1.469
97 H 1.403 4.416 -1.753
98 H 3.794 5.042 -2.078
99 H 0.585 2.834 2.932
100 H -0.388 4.070 4.786
101 H -2.280 5.530 4.435
102 H -3.202 5.867 2.016
103 H -2.171 4.548 0.224
104 H -1.154 0.875 -1.822
105 H -2.064 1.167 -3.968
106 H -2.289 3.497 -4.975
107 H -1.558 5.420 -3.607
108 H -0.609 5.097 -1.334

Its energy above the lowest of the compared OMol25 structures with the same formula, charge and spin is 0.0 kcal/mol. The net charge is 0. The LUMO energy is 0.6 eV. Its HOMO-LUMO gap is 6.543 eV.

Löwdin atomic charge list, values in e, 6 entries: 0.40 -0.04 -0.27 -0.02 -0.06 -0.07

***

Entry from OMol25: one molecule with the formula C24H28N2O3 (ωB97M-V/def2-TZVPD).

Element x y z (Å)
1 O -0.794 0.949 -2.146
2 C 0.161 0.533 -1.518
3 N 1.364 0.314 -2.085
4 C 2.576 -0.087 -1.410
5 H 3.332 0.692 -1.574
6 C 3.138 -1.424 -1.913
7 C 3.774 -1.328 -3.300
8 H 4.290 -0.369 -3.381
9 H 4.536 -2.104 -3.397
10 C 2.792 -1.489 -4.466
11 H 2.619 -2.553 -4.645
12 C 1.430 -0.814 -4.277
13 H 0.991 -0.646 -5.261
14 H 0.750 -1.475 -3.737
15 C 1.475 0.516 -3.520
16 H 0.621 1.130 -3.813
17 H 2.396 1.062 -3.736
18 H 3.271 -1.088 -5.362
19 H 3.901 -1.736 -1.197
20 H 2.355 -2.182 -1.917
21 H 2.402 -0.156 -0.338
22 C 0.028 0.286 0.000
23 N -1.253 0.845 0.388
24 C -1.329 2.103 0.949
25 O -0.375 2.729 1.336
26 C -2.784 2.502 1.016
27 C -3.540 1.345 0.360
28 C -2.477 0.331 -0.009
29 O -2.655 -0.758 -0.484
30 H -4.115 1.607 -0.528
31 C -4.452 0.824 1.504
32 C -5.436 1.938 1.761
33 C -4.773 2.934 2.335
34 H -5.135 3.906 2.611
35 C -3.333 2.502 2.470
36 H -2.716 3.057 3.171
37 C -3.523 1.000 2.712
38 H -4.024 0.792 3.656
39 H -2.606 0.416 2.654
40 H -6.466 1.910 1.459
41 H -4.863 -0.165 1.319
42 H -2.915 3.475 0.543
43 H 0.773 0.900 0.523
44 C 0.161 -1.197 0.394
45 C 0.987 -1.394 1.635
46 C 0.729 -0.654 2.784
47 C 1.490 -0.834 3.925
48 C 2.521 -1.758 3.935
49 C 2.784 -2.502 2.798
50 C 2.023 -2.319 1.657
51 H 2.233 -2.905 0.774
52 H 3.586 -3.225 2.798
53 H 3.115 -1.898 4.826
54 H 1.277 -0.250 4.808
55 H -0.070 0.073 2.788
56 H -0.841 -1.601 0.554
57 H 0.592 -1.761 -0.432

Its energy above the lowest of the compared OMol25 structures with the same formula, charge and spin is 8.1 kcal/mol. The net charge is 0. The LUMO energy is 0.8 eV. Its HOMO-LUMO gap is 9.962 eV.

Löwdin atomic charge list, values in e, 6 entries: 0.09 -0.37 -0.05 -0.14 0.13 -0.17

***

Entry from OMol25: a 2-piece molecular cluster, C5H10O overall (ωB97M-V/def2-TZVPD).

Element x y z (Å)
1 C -1.054 -1.281 -1.204
2 C -0.072 -1.212 -0.073
3 C -0.394 -0.718 1.119
4 C 0.915 1.345 1.061
5 C 0.723 1.450 -0.424
6 O 0.317 2.047 1.844
7 H -1.750 -0.435 -1.208
8 H -1.638 -2.185 -1.008
9 H -0.606 -1.383 -2.197
10 H 0.831 0.465 -0.889
11 H 0.901 -1.684 -0.229
12 H 0.206 -0.902 1.998
13 H -1.313 -0.153 1.260
14 H 1.739 0.676 1.393
15 H 1.476 2.145 -0.801
16 H -0.281 1.827 -0.641

Its energy above the lowest of the compared OMol25 structures with the same formula, charge and spin is 44.6 kcal/mol. The net charge is 0. The LUMO energy is 0.9 eV. Its HOMO-LUMO gap is 10.431 eV.

Löwdin atomic charge list, values in e, 6 entries: -0.11 -0.28 -0.06 -0.39 -0.06 0.03

***

Q: The highest net charge belongs to which entry?
A: C12H20F2InNO16P2S2

***

Q: net charge of number 2 (C56H46AgO2P3)?
A: 0